Molecular formula: CH3NO2S
Method: DFT, the ωB97M-V functional and the def2-TZVPD basis

Output
orbital gap (spin up / spin down) = 8.326 / 6.545 eV
spin multiplicity = 3
LUMO (spin up / spin down) = 0.731 / -3.444 eV
E_HOMO (spin up / spin down) = -7.60 / -9.99 eV
E_tot = -17498.664 eV
energy relative to the best compared isomer or geometry (same formula, charge and spin) = 3.722 eV

Each atom is followed by the atoms it is bonded to, with distances in Å.
Element x y z (Å)
1 C -0.284 -0.125 0.579  N2 1.484, S5 1.868, H6 1.160, H7 1.110
2 N -0.166 0.855 -0.530  C1 1.484, O3 1.188, O4 1.217
3 O 0.002 0.403 -1.615  N2 1.188
4 O -0.405 2.028 -0.308  N2 1.217
5 S 1.228 -1.221 0.535  C1 1.868, H8 1.438
6 H -0.091 0.431 1.579  C1 1.160
7 H -1.345 -0.430 0.457  C1 1.110
8 H 1.062 -1.942 -0.698  S5 1.438